w.
Molecular formula: C3H9N3O2
Method: DFT, the ωB97M-V functional and the def2-TZVPD basis

Each line ends with the Mulliken charge.
Geometry (Å):
1 O -1.719 1.453 -1.003  -0.52
2 O -1.249 -0.821 -0.659  -0.68
3 N 1.075 -0.060 -1.655  -0.62
4 N 0.038 0.641 0.330  -0.13
5 N 1.152 -1.504 0.164  -0.43
6 C 0.547 -0.443 -0.448  0.81
7 C 0.298 0.674 1.758  -1.04
8 C -1.363 0.413 -0.094  -0.10
9 H 0.570 0.732 -2.036  0.29
10 H 1.372 0.700 1.930  0.32
11 H -2.055 0.473 0.763  0.33
12 H -0.134 1.592 2.154  0.34
13 H 0.627 -1.908 0.925  0.23
14 H -2.081 1.025 -1.790  0.33
15 H -0.143 -0.173 2.306  0.38
16 H 1.894 -1.980 -0.324  0.22
17 H 1.171 -0.814 -2.323  0.25

The calculation puts the HOMO-LUMO gap at 9.495 eV.

---

x.
Molecular formula: C3H9N3O2
Method: DFT, the ωB97M-V functional and the def2-TZVPD basis

Each line ends with the Mulliken charge.
Geometry (Å):
1 O -2.268 -0.246 1.908  -0.64
2 O 0.711 1.179 -1.422  -0.58
3 N -0.432 -0.364 -2.550  -0.79
4 N -0.033 -0.188 2.245  -0.39
5 N -1.028 1.450 1.064  -0.49
6 C 0.467 -0.106 -1.674  0.89
7 C -1.190 0.299 1.750  0.51
8 C 1.282 -1.093 -0.923  -1.06
9 H -1.870 1.743 0.583  0.27
10 H 0.637 0.503 2.553  0.24
11 H -0.191 1.511 0.495  0.28
12 H 0.156 1.683 -2.045  0.35
13 H -0.167 -0.965 2.880  0.23
14 H 0.629 -1.848 -0.478  0.32
15 H 1.983 -1.577 -1.608  0.37
16 H 1.847 -0.600 -0.127  0.26
17 H -0.533 -1.382 -2.651  0.22

The SMILES is [H]/N=C(\C)O.NC(N)=O. The calculation puts the HOMO-LUMO gap at 10.454 eV.

---

Verdict on stability: x comes out on top.

---

w.
Molecular formula: C2H5NOS
Method: DFT, the ωB97M-V functional and the def2-TZVPD basis

Each line ends with the Mulliken charge.
Geometry (Å):
1 S 3.092 -0.236 0.078  -0.13
2 O -0.147 -0.368 0.001  -0.29
3 N 1.745 0.866 0.076  -0.44
4 C -1.559 -0.274 0.080  -0.66
5 C 0.463 0.668 -0.005  0.29
6 H -1.920 -1.289 0.216  0.25
7 H -1.838 0.263 1.143  0.32
8 H -0.279 1.522 -0.289  0.23
9 H 2.519 -1.434 -0.476  0.12
10 H -2.075 0.283 -0.825  0.30

The SMILES is CO/C=N\S. The calculation puts the HOMO-LUMO gap at 8.913 eV.

---

x.
Molecular formula: C2H5NOS
Method: DFT, the ωB97M-V functional and the def2-TZVPD basis

Each line ends with the Mulliken charge.
Geometry (Å):
1 S 0.324 -0.806 -0.755  -0.04
2 O 0.597 0.853 1.529  -0.50
3 N -0.050 0.836 -0.738  -0.26
4 C -1.074 -1.357 0.263  -0.78
5 C 0.253 1.441 0.514  0.04
6 H -1.145 -2.385 0.227  0.33
7 H -1.933 -0.921 -0.197  0.28
8 H -1.085 -0.811 1.288  0.24
9 H -0.553 1.358 -1.522  0.26
10 H 0.038 2.468 0.564  0.43

The SMILES is CSNC=O. The calculation puts the HOMO-LUMO gap at 9.655 eV.

---

y.
Molecular formula: C2H5NOS
Method: DFT, the ωB97M-V functional and the def2-TZVPD basis

Each line ends with the Mulliken charge.
Geometry (Å):
1 S 1.307 2.469 0.174  0.37
2 O 0.045 3.266 0.153  -0.51
3 N 0.196 -1.869 -0.942  -0.45
4 C 0.667 -0.925 -1.520  -0.24
5 C 1.015 0.959 0.644  -0.71
6 H 2.045 0.450 0.661  0.28
7 H 1.671 -0.906 -2.203  0.20
8 H 0.165 0.457 0.877  0.52
9 H 0.341 0.105 -1.301  0.29
10 H 0.764 -2.746 -1.123  0.26

The calculation puts the HOMO-LUMO gap at 9.400 eV.

---

Verdict on stability: x comes out on top.

---

w.
Molecular formula: C2H5NOS
Method: DFT, the ωB97M-V functional and the def2-TZVPD basis

Each line ends with the Mulliken charge.
Geometry (Å):
1 S -1.780 0.038 0.468  0.43
2 O -2.119 0.806 -0.736  -0.53
3 N 0.541 0.858 0.150  -0.33
4 C -1.406 -1.494 -0.036  -0.53
5 C 1.801 0.730 0.205  -0.28
6 H -0.903 -2.173 0.682  0.27
7 H 0.375 1.849 -0.046  0.22
8 H 2.525 1.478 0.045  0.27
9 H 2.221 -0.408 0.333  0.17
10 H -1.255 -1.684 -1.065  0.30

The calculation puts the HOMO-LUMO gap at 8.977 eV.

---

x.
Molecular formula: C2H5NOS
Method: DFT, the ωB97M-V functional and the def2-TZVPD basis

Each line ends with the Mulliken charge.
Geometry (Å):
1 S 2.822 -0.387 -0.103  -0.14
2 O -0.034 -0.420 -0.109  -0.37
3 N 1.822 0.933 0.020  -0.39
4 C 0.577 0.823 -0.105  0.17
5 C -1.424 -0.330 -0.035  -0.71
6 H 1.891 -1.354 0.550  0.15
7 H -1.800 0.031 0.943  0.32
8 H -1.920 -1.278 -0.279  0.26
9 H -1.842 0.318 -0.876  0.30
10 H -0.092 1.663 -0.006  0.40

The SMILES is CO/C=N\S. The calculation puts the HOMO-LUMO gap at 9.422 eV.

---

y.
Molecular formula: C2H5NOS
Method: DFT, the ωB97M-V functional and the def2-TZVPD basis

Each line ends with the Mulliken charge.
Geometry (Å):
1 S -2.192 -0.485 -0.183  -0.36
2 O 1.538 -0.370 -0.400  -0.59
3 N -0.349 1.519 -0.024  -0.41
4 C 0.322 -0.835 0.448  -0.51
5 C -0.773 0.220 0.023  0.38
6 H 0.682 -0.620 1.669  0.23
7 H 1.616 -1.348 -1.160  0.34
8 H -0.114 -1.636 -0.083  0.40
9 H 0.582 1.615 -0.067  0.22
10 H -1.312 1.940 -0.223  0.30

The calculation puts the HOMO-LUMO gap at 8.873 eV.

---

Verdict on stability: x comes out on top.

---

w.
Molecular formula: C2H5NOS
Method: DFT, the ωB97M-V functional and the def2-TZVPD basis

Each line ends with the Mulliken charge.
Geometry (Å):
1 S -0.128 0.023 0.147  -0.41
2 O 1.164 2.304 1.742  -0.28
3 N -0.968 2.475 0.832  -0.34
4 C 0.793 -1.611 -0.496  -0.72
5 C 0.171 2.042 1.264  0.54
6 H 1.850 -1.429 -0.028  0.20
7 H 0.471 -2.481 -0.066  0.30
8 H -1.327 3.371 1.146  0.24
9 H 0.813 -1.671 -1.609  0.25
10 H -1.525 1.854 0.177  0.21

The calculation puts the HOMO-LUMO gap (spin up / spin down) at 8.076 / 8.076 eV.

---

x.
Molecular formula: C2H5NOS
Method: DFT, the ωB97M-V functional and the def2-TZVPD basis

Each line ends with the Mulliken charge.
Geometry (Å):
1 S -3.263 1.216 0.147  0.03
2 O -2.100 1.647 -0.965  -0.27
3 N -1.940 0.403 -0.434  -0.01
4 C 0.409 -0.001 -0.427  -1.07
5 C -0.812 0.274 0.447  -0.37
6 H 0.125 -0.920 -1.053  0.28
7 H 0.695 0.888 -1.042  0.31
8 H 1.177 -0.508 0.258  0.31
9 H -0.591 1.227 0.809  0.42
10 H -0.934 -0.610 1.093  0.37

The SMILES is CCn1os1. The calculation puts the HOMO-LUMO gap at 8.989 eV.

---

y.
Molecular formula: C2H5NOS
Method: DFT, the ωB97M-V functional and the def2-TZVPD basis

Each line ends with the Mulliken charge.
Geometry (Å):
1 S -1.735 -0.179 0.001  -0.26
2 O 0.194 1.438 0.052  -0.44
3 N 2.188 -0.261 0.017  -0.55
4 C 0.000 0.296 -0.081  0.62
5 C 1.002 -0.802 -0.098  -0.69
6 H -1.728 -1.501 0.398  0.12
7 H 0.781 -1.141 -1.112  0.31
8 H 0.794 -1.577 0.676  0.37
9 H 2.571 0.612 -0.520  0.27
10 H 2.456 -0.168 1.079  0.24

The SMILES is NCC(=O)S. The calculation puts the HOMO-LUMO gap at 9.637 eV.

---

z.
Molecular formula: C2H5NOS
Method: DFT, the ωB97M-V functional and the def2-TZVPD basis

Each line ends with the Mulliken charge.
Geometry (Å):
1 S -0.331 0.101 -1.412  0.44
2 O 0.180 1.193 -2.312  -0.56
3 N -1.071 0.884 -0.049  -0.53
4 C 0.925 -0.457 -0.146  -0.39
5 C -0.093 -0.426 1.064  -0.47
6 H -2.024 0.576 -0.141  0.27
7 H 0.243 0.058 1.922  0.28
8 H 1.481 -1.409 -0.079  0.36
9 H 1.622 0.490 -0.020  0.26
10 H -0.933 -1.010 1.172  0.33

The calculation puts the HOMO-LUMO gap at 9.230 eV.

---

Verdict on stability: y comes out on top.

---

w.
Molecular formula: C2H5NOS
Method: DFT, the ωB97M-V functional and the def2-TZVPD basis

Each line ends with the Mulliken charge.
Geometry (Å):
1 S 1.324 0.089 0.002  0.75
2 O 2.303 1.207 -0.082  -0.55
3 N 1.735 -1.420 -0.137  -0.61
4 C -0.338 0.206 0.890  -0.35
5 C -0.542 0.397 -0.670  -0.67
6 H -0.634 1.149 1.451  0.29
7 H -0.730 -0.794 1.416  0.28
8 H -1.037 -0.525 -1.142  0.24
9 H -1.215 1.219 -0.862  0.36
10 H 2.718 -1.329 -0.449  0.26

The SMILES is N=S1(=O)CC1. The calculation puts the HOMO-LUMO gap at 9.438 eV.

---

x.
Molecular formula: C2H5NOS
Method: DFT, the ωB97M-V functional and the def2-TZVPD basis

Each line ends with the Mulliken charge.
Geometry (Å):
1 S 3.254 -0.082 -0.095  -0.32
2 O -0.698 0.496 -0.601  -0.26
3 N 0.620 -0.004 -0.572  -0.16
4 C 1.666 0.525 0.079  -0.13
5 C -1.526 -0.233 0.281  -0.51
6 H -1.079 -0.206 1.355  0.25
7 H -1.785 -1.246 -0.083  0.29
8 H 0.544 -1.117 -1.024  0.33
9 H -2.439 0.296 0.136  0.24
10 H 1.442 1.571 0.526  0.29

The SMILES is CONC=S. The calculation puts the HOMO-LUMO gap at 9.041 eV.

---

Verdict on stability: x comes out on top.

---

w.
Molecular formula: C3H3NOS2
Method: DFT, the ωB97M-V functional and the def2-TZVPD basis

Each line ends with the Mulliken charge.
Geometry (Å):
1 S -2.653 -0.617 -0.011  -0.39
2 S 2.692 -0.464 0.013  -0.25
3 O 0.041 -0.670 0.004  -0.35
4 N -0.804 1.336 0.024  -0.01
5 C 1.075 0.226 -0.038  0.38
6 C 0.575 1.479 -0.053  -0.40
7 C -1.182 0.042 0.037  0.16
8 H 0.980 2.433 -0.005  0.46
9 H -1.438 2.126 0.122  0.22
10 H 2.318 -1.746 -0.027  0.16

The SMILES is S=c1[nH]cc(S)o1. The calculation puts the HOMO-LUMO gap at 8.577 eV.

---

x.
Molecular formula: C3H3NOS2
Method: DFT, the ωB97M-V functional and the def2-TZVPD basis

Each line ends with the Mulliken charge.
Geometry (Å):
1 S 2.240 0.268 0.138  -0.13
2 S -2.744 -0.068 0.126  -0.08
3 O -1.551 0.900 -0.477  -0.31
4 N 0.107 -0.968 -0.548  -0.51
5 C -0.236 0.368 -0.450  0.37
6 C 1.320 -1.133 -0.156  0.02
7 C 0.813 1.168 -0.075  -0.22
8 H 1.875 -2.054 0.056  0.36
9 H -2.280 -0.668 1.223  0.13
10 H 0.456 2.186 0.164  0.37

The SMILES is SOc1cscn1. The calculation puts the HOMO-LUMO gap at 9.325 eV.

---

Verdict on stability: w comes out on top.